The following is a DFT calculation (ωB97M-V with the def2-TZVPD basis set) of 2 unconnected molecules or ions with the total composition H4OSSi.

Computed properties:
Expectation value of S²   2.005
Gap between HOMO and LUMO (alpha / beta)   7.0 / 7.5 eV
Spin multiplicity   3

Geometry as XYZ:
```
7
Properties=species:S:1:pos:R:3:forces:R:3:lowdin_spin:R:1
O -1.51095 -0.33312 -0.93997 -3.1 1.2 0.5 0.07
Si 1.23344 0.49261 0.46559 0.9 -1.9 -3.8 0.75
S -0.41081 1.22372 1.33652 -1.8 0.6 1.0 1.00
H -2.22777 -0.58828 -0.30288 0.8 0.4 -1.0 0.00
H 2.52963 0.57220 0.97143 1.3 0.2 1.1 0.09
H 1.20982 -0.47426 -0.83367 -0.3 1.1 1.7 0.07
H -0.82336 -0.89287 -0.69702 2.1 -1.7 0.5 0.01
```
Positions in Å, forces in eV/Å.



The following is a DFT calculation (ωB97M-V with the def2-TZVPD basis set) of 2 unconnected molecules or ions with the total composition H4S2.

Computed properties:
Gap between HOMO and LUMO   10.1 eV
Spin multiplicity   1
SMILES   S.S

Geometry as XYZ:
```
6
Properties=species:S:1:pos:R:3:forces:R:3:lowdin_charge:R:1
S 0.48146 -1.34185 -0.64948 0.1 -0.8 0.0 0.50
H -0.39762 -1.26800 0.36711 0.1 0.0 -0.1 -0.18
H 1.50595 -1.59391 0.18634 -0.1 0.1 -0.1 -0.18
S -0.25842 1.80680 0.41798 -0.3 0.4 0.1 0.43
H 0.19823 0.80058 -0.35059 0.0 0.4 0.1 -0.36
H -1.52959 1.59640 0.02866 0.2 0.1 0.1 -0.21
```
Positions in Å, forces in eV/Å.



The following is a DFT calculation (ωB97M-V with the def2-TZVPD basis set) of 2 unconnected molecules or ions with the total composition H4S2.

Computed properties:
Gap between HOMO and LUMO   10.6 eV
Spin multiplicity   1
SMILES   S.S

Geometry as XYZ:
```
6
Properties=species:S:1:pos:R:3:forces:R:3:lowdin_charge:R:1
S -1.58788 -0.65963 0.62729 -0.3 0.0 -0.1 0.50
H -1.81461 -0.84759 -0.68609 0.0 0.0 0.2 -0.19
H -1.00974 0.53617 0.40931 -0.6 -0.1 0.2 -0.24
S 1.52794 0.89124 -0.36535 0.3 -0.1 0.0 0.47
H 0.48162 0.08066 -0.12058 0.6 0.0 -0.2 -0.34
H 2.40265 -0.00085 0.13542 -0.1 0.1 -0.1 -0.20
```
Positions in Å, forces in eV/Å.



The following is a DFT calculation (ωB97M-V with the def2-TZVPD basis set) of 2 unconnected molecules or ions with the total composition H4S2Si.

Computed properties:
Gap between HOMO and LUMO   8.8 eV
Spin multiplicity   1

Geometry as XYZ:
```
7
Properties=species:S:1:pos:R:3:forces:R:3:lowdin_charge:R:1
Si -0.04195 0.12909 -0.20950 1.2 -2.5 2.1 -0.06
S 1.88326 0.90294 0.34876 -0.2 0.4 -0.4 0.28
S -1.64933 0.86738 0.99804 0.3 -0.3 0.1 0.32
H -0.29097 0.39112 -1.61078 -0.2 -0.1 -0.4 -0.11
H 0.48175 -2.01547 0.49630 -1.0 2.7 -1.1 0.01
H 2.21100 -0.11547 1.13626 -0.1 -0.2 0.1 -0.23
H -2.32632 1.42730 0.00008 -0.1 0.1 -0.3 -0.22
```
Positions in Å, forces in eV/Å.



The following is a DFT calculation (ωB97M-V with the def2-TZVPD basis set) of 2 unconnected molecules or ions with the total composition H4S3.

Computed properties:
Gap between HOMO and LUMO   9.9 eV
Spin multiplicity   1
SMILES   SS.S

Geometry as XYZ:
```
7
Properties=species:S:1:pos:R:3:forces:R:3:lowdin_charge:R:1
S -0.68117 -1.43794 1.55947 -0.2 0.1 0.2 0.20
S 0.60204 -0.01834 2.31806 0.1 0.1 -0.3 0.22
H -1.83721 -0.90409 2.01879 0.2 -0.1 -0.2 -0.20
H 0.83882 0.66531 1.16870 -0.1 -0.2 0.3 -0.23
S 0.86388 0.54513 -2.00997 -0.1 0.0 0.0 0.45
H 0.65940 0.50571 -3.33809 -0.1 0.0 0.2 -0.22
H -0.44575 0.64422 -1.71696 0.2 0.0 -0.1 -0.22
```
Positions in Å, forces in eV/Å.



The following is a DFT calculation (ωB97M-V with the def2-TZVPD basis set) of 2 unconnected molecules or ions with the total composition H4S4.

Computed properties:
Gap between HOMO and LUMO   9.8 eV
Spin multiplicity   1
SMILES   SS.SS

Geometry as XYZ:
```
8
Properties=species:S:1:pos:R:3:forces:R:3:lowdin_charge:R:1
S 4.36994 -1.02764 -3.42630 -0.4 0.2 0.4 0.21
S 5.62405 -2.59241 -3.67175 0.6 -0.7 -0.2 0.19
H 4.33229 -1.09226 -2.07837 -0.1 0.2 -0.2 -0.20
H 4.78138 -3.64523 -3.60878 -0.1 0.2 -0.1 -0.20
S -4.78941 2.85200 2.24610 0.2 -0.7 0.4 0.21
S -5.34470 2.21825 4.13764 -0.2 0.1 0.2 0.20
H -4.77435 1.58782 1.77269 0.0 0.4 -0.3 -0.21
H -4.19921 1.69947 4.62877 0.0 0.2 -0.3 -0.20
```
Positions in Å, forces in eV/Å.



The following is a DFT calculation (ωB97M-V with the def2-TZVPD basis set) of 2 unconnected molecules or ions with the total composition H4SSi2.

Computed properties:
Gap between HOMO and LUMO   6.6 eV
Spin multiplicity   1

Geometry as XYZ:
```
7
Properties=species:S:1:pos:R:3:forces:R:3:lowdin_charge:R:1
Si 3.48198 -0.19357 0.08965 3.3 1.6 -0.1 0.58
Si -2.35287 0.29034 0.09192 1.6 -0.2 -1.2 0.19
S -1.17747 -1.30179 0.19351 -0.6 1.0 0.5 0.05
H 2.95932 -1.45271 -0.23883 -1.8 -1.6 -0.2 -0.30
H 2.49548 0.73151 0.60514 -1.5 0.0 0.3 -0.28
H -1.96741 1.77389 0.12227 -0.2 -0.9 0.6 -0.10
H -3.43904 0.15234 -0.86366 -0.8 0.1 0.1 -0.14
```
Positions in Å, forces in eV/Å.



The following is a DFT calculation (ωB97M-V with the def2-TZVPD basis set) of 25 unconnected molecules or ions with the total composition H50O25.

Computed properties:
Gap between HOMO and LUMO   9.1 eV
Spin multiplicity   1

Geometry as XYZ:
```
75
Properties=species:S:1:pos:R:3:forces:R:3:lowdin_charge:R:1
O -20.53105 12.00672 -5.41737 0.1 0.1 -0.2 -0.03
H -21.35167 12.44767 -5.63733 -0.5 -0.1 -0.1 0.08
H -20.63676 11.74534 -4.50264 -0.1 -0.3 0.5 0.08
O -11.58204 8.29466 -7.84376 0.0 -0.1 -0.3 -0.05
H -11.94642 9.01745 -7.33284 0.0 0.1 0.2 0.00
H -11.31339 7.64976 -7.18942 0.0 -0.1 0.2 0.03
O -17.84406 14.52063 -2.11697 0.1 0.1 -0.1 -0.03
H -18.51284 15.16119 -2.35910 -0.4 0.5 -0.4 0.03
H -17.11297 15.04736 -1.79402 0.5 0.0 0.0 0.06
O -16.91536 10.35364 -2.89917 -0.1 -0.7 0.3 -0.07
H -17.35669 10.94985 -3.50413 0.0 0.3 0.0 -0.04
H -15.98250 10.51127 -3.04462 0.3 0.0 0.1 -0.02
O -14.98419 15.35029 -5.79288 0.2 0.9 0.1 -0.05
H -15.29080 15.43752 -4.89032 -0.1 0.2 0.3 0.02
H -15.15397 14.43523 -6.01663 0.3 -0.9 -0.4 -0.01
O -12.73033 13.84543 -7.96168 0.2 0.1 -0.1 -0.04
H -13.25785 13.41301 -8.63323 -0.1 -0.1 -0.6 -0.01
H -12.89893 13.34371 -7.16413 0.1 -0.1 0.6 -0.02
O -10.37801 11.56954 -8.90898 0.4 -0.3 0.1 -0.05
H -11.26100 11.68730 -8.55868 -0.3 0.2 0.0 0.00
H -10.32483 12.18719 -9.63831 -0.1 0.2 -0.1 0.03
O -19.30150 17.13955 -7.39017 -1.0 -0.3 0.4 -0.06
H -18.46648 16.95388 -7.81969 1.1 0.0 0.0 -0.02
H -19.87410 17.43711 -8.09714 -0.3 0.1 -0.1 0.04
O -13.12648 10.79458 -10.93651 0.0 0.0 0.2 -0.05
H -12.35125 10.66683 -11.48325 0.3 -0.1 0.0 0.03
H -13.80206 11.09496 -11.54444 -0.2 0.1 -0.1 0.02
O -18.01230 10.07848 -10.39858 0.0 -0.3 -0.3 -0.05
H -18.17401 10.40078 -9.51189 0.0 0.0 0.4 -0.02
H -18.08923 10.85443 -10.95374 0.1 0.2 -0.1 0.02
O -14.13033 11.10330 -2.47817 0.2 -0.1 -0.3 -0.03
H -14.17011 11.11414 -1.52187 -0.1 -0.1 0.3 0.06
H -14.26477 12.01574 -2.73433 -0.1 0.3 -0.1 0.05
O -19.14076 14.44366 -5.84877 0.1 0.4 0.1 -0.04
H -19.37336 15.12503 -6.47955 0.0 0.8 -0.6 0.02
H -19.88827 13.84581 -5.85476 0.1 -0.5 0.2 0.01
O -17.18131 16.21590 -4.44657 0.2 0.5 0.2 -0.04
H -17.67114 15.64964 -5.04294 -0.2 -0.4 -0.2 0.01
H -17.79063 16.92206 -4.23141 -0.3 0.3 0.1 0.06
O -16.74109 16.61388 -7.78017 -0.4 0.0 -0.7 -0.04
H -16.08693 17.13029 -8.25095 0.2 0.1 -0.1 0.07
H -16.26594 16.24669 -7.03476 0.6 -0.3 0.7 0.01
O -18.09201 13.03831 -9.69141 0.2 0.1 -0.3 -0.04
H -18.15915 13.92678 -9.34163 0.1 0.3 0.1 0.03
H -18.69956 12.52440 -9.15940 -0.1 -0.4 0.4 -0.01
O -12.47513 12.66481 -5.36178 -0.3 -0.1 0.0 -0.03
H -12.48766 13.25538 -4.60859 0.0 0.3 0.1 0.05
H -11.68151 12.14272 -5.24422 0.3 -0.3 -0.1 0.06
O -19.97874 16.24303 -3.52036 0.2 0.1 0.4 -0.03
H -20.03474 15.82705 -4.38063 0.2 -0.3 -0.5 0.01
H -20.71127 15.87380 -3.02711 -0.3 0.1 0.2 0.06
O -14.61807 13.57086 -10.19661 0.3 0.1 -0.1 -0.04
H -15.30129 13.21684 -10.76592 -0.2 -0.2 -0.1 0.04
H -15.09451 13.95941 -9.46294 -0.3 0.2 0.3 0.02
O -15.07186 16.31503 -2.56659 0.1 -0.3 0.3 -0.04
H -15.77219 16.54041 -3.17894 -0.4 0.0 -0.4 -0.02
H -14.32563 16.84295 -2.85059 0.3 0.2 0.1 0.04
O -13.37116 9.45751 -5.17497 0.2 -0.3 -0.3 -0.04
H -13.68860 9.87589 -4.37469 -0.1 0.2 0.4 0.00
H -13.69033 10.01846 -5.88187 -0.1 0.1 -0.1 0.02
O -17.76045 12.37132 -4.49942 0.1 -0.2 -0.5 -0.03
H -17.83957 13.21013 -4.04515 0.1 0.5 0.4 0.03
H -18.66390 12.10180 -4.66482 -0.1 0.1 -0.2 0.02
O -15.74343 12.96041 -6.56452 0.1 0.0 -0.3 -0.03
H -16.68053 13.02653 -6.38091 -0.5 -0.1 0.3 0.02
H -15.61057 12.04417 -6.80756 0.2 -0.2 -0.1 0.07
O -12.72903 17.00252 -6.56584 0.3 0.7 0.1 -0.06
H -13.43757 16.59231 -6.06995 -0.4 -0.4 -0.1 -0.02
H -12.08173 16.30664 -6.67985 0.1 -0.3 -0.2 0.02
O -19.36496 10.85341 -7.89596 0.3 0.2 -0.4 -0.03
H -19.49948 11.20504 -7.01591 0.0 0.0 0.5 0.01
H -20.19553 11.00831 -8.34584 -0.4 -0.2 -0.2 0.06
O -19.01902 12.29076 -1.54043 -1.0 -0.8 -0.1 -0.07
H -18.73478 12.37348 -0.63017 0.1 0.0 0.1 0.04
H -18.64652 13.05590 -1.97864 0.4 0.2 0.3 -0.05
```
Positions in Å, forces in eV/Å.



The following is a DFT calculation (ωB97M-V with the def2-TZVPD basis set) of 29 unconnected molecules or ions with the total composition H58O29.

Computed properties:
Gap between HOMO and LUMO   9.4 eV
Spin multiplicity   1

Geometry as XYZ:
```
87
Properties=species:S:1:pos:R:3:forces:R:3:lowdin_charge:R:1
O 2.02885 -0.39938 4.53901 0.2 -0.4 0.1 -0.03
H 2.93382 -0.08751 4.53855 0.4 0.3 0.2 0.10
H 2.04898 -1.19358 5.07292 0.0 -0.4 0.2 0.10
O -2.39120 -4.15191 0.94168 -0.2 0.0 -0.1 -0.03
H -3.01262 -4.80181 1.26985 -0.1 -0.3 0.0 0.08
H -2.27450 -3.54216 1.67026 -0.1 0.4 0.4 0.03
O 3.10911 2.89544 -2.47471 0.3 0.0 -0.6 -0.05
H 3.41989 2.39543 -1.71996 0.1 -0.3 0.9 0.02
H 3.88652 3.35143 -2.79710 0.2 0.2 -0.1 0.08
O -2.56221 3.00914 3.09067 0.3 -0.6 0.5 -0.04
H -2.38374 3.56047 2.32882 0.1 0.6 -0.8 0.00
H -3.50819 3.07734 3.21994 -0.2 -0.1 0.0 0.05
O 2.50851 -5.22042 -2.03116 0.2 -0.3 -0.4 -0.05
H 2.01060 -4.68196 -1.41604 -0.2 0.4 0.2 -0.02
H 3.41795 -5.13182 -1.74601 0.2 0.0 0.1 0.03
O 4.28238 -0.92558 -1.52071 0.2 0.4 0.5 -0.04
H 5.07295 -0.45870 -1.79137 0.3 0.0 0.0 0.08
H 3.77118 -1.01806 -2.32466 -0.3 -0.3 -0.8 0.02
O -1.30911 3.31834 -1.92403 -0.6 0.3 0.2 -0.04
H -1.24841 3.61226 -2.83297 0.0 0.2 -0.1 0.05
H -0.64420 2.63396 -1.84820 0.4 -0.5 0.2 0.00
O 1.58488 5.17490 -2.58266 -0.3 0.5 -0.4 -0.06
H 1.96120 5.69757 -1.87455 0.0 0.1 0.2 0.04
H 1.99672 4.31563 -2.49169 0.2 -0.4 0.2 -0.03
O 1.82641 0.70929 2.03866 0.2 0.3 0.2 -0.01
H 2.12426 0.23345 2.81396 0.0 -0.1 -0.1 0.01
H 0.95720 0.35194 1.85698 -0.4 0.0 -0.2 0.02
O -5.79440 -0.52039 1.05128 -0.4 0.3 0.7 -0.06
H -6.34798 -0.46579 0.27231 -0.1 0.1 -0.2 0.03
H -4.95006 -0.83096 0.72437 0.1 -0.3 -0.3 -0.03
O -0.83011 -4.63923 -1.21749 -0.2 -0.4 -0.8 -0.07
H -1.43633 -4.30637 -0.55573 0.0 -0.1 0.2 -0.03
H 0.03449 -4.36810 -0.90896 0.2 0.2 0.2 -0.03
O 0.40721 -0.53104 -0.16679 0.3 -0.5 0.2 -0.03
H 0.54929 -0.06021 -0.98799 0.1 0.5 -0.6 0.02
H -0.20621 0.01799 0.32160 -0.6 0.2 0.1 0.01
O 4.16320 -2.40047 0.68557 -0.3 -0.6 0.8 -0.05
H 4.17117 -1.93381 -0.15014 0.1 0.2 -0.6 -0.03
H 4.57914 -1.79709 1.30133 0.1 0.1 0.2 0.03
O 0.76228 2.05618 4.94969 0.0 0.3 0.3 -0.03
H -0.19006 1.97259 4.99745 -0.2 0.4 -0.1 0.02
H 1.06847 1.18069 4.71305 0.2 0.2 0.0 -0.04
O -0.73961 -0.43671 4.29701 -0.2 0.0 -0.2 -0.02
H -1.11065 0.06836 5.02052 -0.4 0.1 0.3 0.09
H 0.20743 -0.34273 4.39959 0.4 0.0 -0.2 0.01
O -1.33871 0.62267 1.81114 0.4 -0.3 -0.7 -0.04
H -1.36980 0.00010 2.53755 0.0 -0.3 0.5 0.03
H -1.72869 1.42255 2.16375 -0.3 0.8 0.4 0.03
O 3.25978 1.18756 -0.07596 0.3 0.4 -1.0 -0.06
H 3.41038 0.30943 -0.42587 0.3 -0.5 -0.4 0.02
H 2.68146 1.05095 0.67445 -0.8 -0.1 0.9 -0.01
O 4.57874 3.37536 0.44338 0.5 1.1 0.0 -0.06
H 5.44706 2.99765 0.30343 0.2 -0.1 0.1 0.03
H 3.97830 2.63481 0.35795 -0.1 -0.6 0.0 -0.04
O -2.87936 0.36006 -0.47507 -0.1 0.6 -0.6 -0.05
H -3.26479 -0.51131 -0.38345 0.0 -0.6 -0.2 -0.02
H -2.40995 0.50248 0.34688 0.2 0.2 0.4 -0.01
O 0.83531 1.43177 -2.29803 -0.6 -0.5 0.8 -0.04
H 1.64530 1.93796 -2.23537 0.2 0.1 -0.1 0.00
H 0.52407 1.58640 -3.18991 0.0 -0.1 -0.7 0.01
O -1.46804 -2.74198 5.27722 -0.1 -0.9 0.6 -0.07
H -1.06740 -2.01768 4.79648 -0.1 0.4 -0.3 -0.05
H -1.47776 -3.46786 4.65334 -0.1 -0.2 0.0 0.02
O 0.72203 1.89675 -5.07524 -0.2 -0.2 0.0 -0.02
H 1.36549 1.25159 -5.36840 0.3 -0.2 0.0 0.06
H 1.12050 2.74286 -5.27909 0.0 0.4 0.0 0.07
O -2.52943 4.38766 0.48351 -0.2 0.2 0.8 -0.04
H -2.11137 4.02355 -0.29680 0.5 -0.3 -0.7 -0.01
H -3.45360 4.46517 0.24660 -0.2 0.0 -0.1 0.05
O -4.85724 0.50820 -2.51460 -0.6 -0.3 -0.3 -0.06
H -4.21056 0.68026 -1.83018 0.5 0.2 0.5 -0.02
H -4.60503 1.08699 -3.23406 0.1 0.1 -0.2 0.03
O 3.48324 -1.60164 -3.99856 -0.1 0.2 -0.2 -0.02
H 3.89005 -1.49873 -4.85887 0.2 0.1 -0.2 0.06
H 2.85111 -2.31088 -4.11531 -0.3 -0.4 0.2 0.07
O -3.98291 -2.09865 -0.29126 -0.2 0.0 -0.2 -0.03
H -4.38537 -2.46273 -1.07973 -0.2 0.1 -0.4 0.09
H -3.49444 -2.82921 0.08810 0.5 -0.5 0.4 0.02
O 1.28192 -3.07158 -0.48939 0.5 -0.7 -0.1 -0.06
H 0.73413 -2.29087 -0.57095 -0.4 0.7 0.1 0.01
H 1.94425 -2.83333 0.15929 0.4 0.1 0.3 0.03
O -3.51785 -2.45769 3.01396 0.3 -0.2 -0.2 -0.03
H -3.98703 -3.10782 3.53686 -0.1 -0.1 0.3 0.06
H -4.08687 -1.68802 3.02102 -0.3 0.3 -0.2 0.05
O -2.00705 0.72111 -5.57876 -0.2 0.1 -0.1 -0.05
H -2.39981 -0.14658 -5.48336 -0.2 -0.2 0.1 0.03
H -1.06445 0.56579 -5.51868 0.3 0.2 0.1 -0.01
```
Positions in Å, forces in eV/Å.



The following is a DFT calculation (ωB97M-V with the def2-TZVPD basis set) of H5N2OP in the gas phase.

Computed properties:
Gap between HOMO and LUMO   10.6 eV
Spin multiplicity   1
SMILES   N=[P@@H](N)O

Geometry as XYZ:
```
9
Properties=species:S:1:pos:R:3:forces:R:3:lowdin_charge:R:1
N -0.04668 0.01433 1.75542 0.2 0.6 -2.3 -0.20
P -0.00541 0.33212 0.20310 1.3 -1.3 -0.9 0.51
N 0.94137 -0.46648 -1.06557 -1.4 -0.9 1.2 -0.15
O -1.49601 0.01492 -0.16019 -1.3 -0.2 -0.5 -0.24
H 0.77826 -0.15985 2.26763 1.0 0.0 0.6 -0.05
H 0.06040 1.57058 -0.41121 0.6 0.8 0.6 0.02
H 0.47496 -1.32531 -1.42897 0.5 0.6 0.9 0.05
H 1.10808 0.05825 -1.91065 0.0 0.8 0.2 0.02
H -1.81498 -0.03856 0.75044 -1.0 -0.4 0.2 0.04
```
Positions in Å, forces in eV/Å.



Calculated ΔE to the lowest compared entry with this formula, charge and spin, 0.631 0.193 0.237 2.166 0.036 0.142 3.577 4.093 3.486 1.407 eV (same order as the records).
Calculated strongest force on any atom, 4.34 0.85 0.66 3.47 0.39 0.91 3.68 1.25 1.22 2.36 eV Å⁻¹ (same order as the records).